[1]
Computed, not measured: a structure of composition C29H35BBr2N10PV in a non-equilibrium geometry, with the ωB97M-V functional and the def2-TZVPD basis.

Structure (XYZ):
```
79
Properties=species:S:1:pos:R:3:forces:R:3:lowdin_spin:R:1
V -0.575 0.085 -0.427 -0.1 0.3 -0.1 1.970
C -1.384 3.267 -1.888 -0.6 0.6 1.8 0.000
C -0.412 3.180 -0.729 -0.5 0.1 0.1 0.003
C 0.372 4.221 -0.195 -0.5 0.0 -0.5 0.002
C 0.935 3.684 0.939 0.9 0.5 0.1 0.004
N 0.506 2.392 1.140 0.3 1.2 -0.8 0.005
N -0.332 2.095 0.062 0.6 -0.3 0.1 -0.003
B 1.424 1.278 1.756 -0.5 0.1 -2.0 0.025
N 2.334 0.776 0.600 1.0 -0.7 -1.2 0.006
C 3.689 0.643 0.522 -0.9 -0.2 0.0 0.004
C 3.997 -0.186 -0.514 0.2 -0.8 -1.6 0.000
C 2.760 -0.561 -1.139 1.2 0.9 0.8 0.003
C 2.720 -1.419 -2.397 -1.2 -0.5 0.4 0.001
N 1.766 0.056 -0.475 -1.0 -0.1 1.1 -0.001
N 0.616 0.085 2.207 -2.2 -2.6 1.3 0.022
C 0.902 -0.899 3.153 -0.2 1.9 -1.5 0.000
C -0.205 -1.684 3.294 -1.2 0.4 0.6 0.000
C -1.235 -1.187 2.466 1.8 1.0 0.2 0.005
C -2.690 -1.453 2.512 -0.7 -1.2 1.2 0.001
N -0.736 -0.164 1.740 1.9 0.5 -0.2 0.003
N 2.231 1.902 2.917 2.2 -0.7 1.9 0.334
C 1.990 3.095 3.674 2.0 0.0 1.4 0.038
C 3.010 3.189 4.619 -2.6 0.7 -1.2 0.076
C 3.755 1.970 4.460 1.2 0.0 2.0 0.271
C 4.821 1.394 5.342 -0.1 -0.8 -1.3 0.056
N 3.302 1.233 3.439 -2.6 0.5 -2.2 0.131
H -1.329 2.466 -2.576 0.3 -0.5 -0.7 0.000
H -1.326 4.228 -2.377 0.2 0.1 -0.2 0.000
H -2.397 3.214 -1.444 0.3 0.1 -0.2 0.000
H 0.434 5.235 -0.630 0.2 -0.8 0.6 0.000
H 1.722 4.222 1.533 -1.1 -1.0 -0.5 0.002
H 4.330 1.131 1.229 0.1 0.0 0.1 0.000
H 4.979 -0.488 -0.925 -0.7 0.4 0.7 0.000
H 3.293 -0.975 -3.196 0.3 0.3 -0.1 0.000
H 1.718 -1.606 -2.811 0.2 0.4 0.4 0.000
H 3.111 -2.437 -2.255 0.2 0.4 0.4 0.000
H 1.866 -0.905 3.667 -0.5 -0.1 -0.2 0.000
H -0.421 -2.308 4.124 0.2 -0.9 0.3 0.000
H -3.176 -0.662 3.149 0.4 -0.8 -0.6 0.000
H -2.917 -2.470 2.966 0.4 1.3 -0.4 0.000
H -3.141 -1.458 1.535 -0.1 0.1 -0.2 0.000
H 1.180 3.786 3.462 0.1 -0.4 0.1 -0.001
H 3.066 3.985 5.377 0.3 -0.7 -0.5 0.000
H 4.917 0.313 5.133 0.2 0.6 -0.3 0.000
H 4.600 1.412 6.391 -0.3 0.8 0.6 0.013
H 5.801 1.886 5.166 -0.4 -0.1 0.1 0.028
Br -0.892 -1.045 -7.011 -0.1 0.0 0.0 0.003
C -0.860 -0.479 -5.252 0.0 0.5 1.5 0.005
C 0.348 -0.037 -4.664 -0.5 0.3 -0.6 -0.001
C 0.348 0.435 -3.358 0.2 -0.2 -0.1 0.006
N -0.697 0.310 -2.536 -1.4 -0.6 -0.7 -0.007
C -1.916 -0.061 -3.109 1.3 0.2 -1.2 0.005
C -2.047 -0.417 -4.455 1.4 0.2 -0.1 0.000
C -3.049 0.015 -2.219 -0.9 -1.0 1.7 0.006
C -4.370 -0.324 -2.572 1.0 1.1 -1.7 -0.001
C -5.355 -0.376 -1.614 0.0 0.3 0.6 0.007
Br -7.062 -0.927 -2.072 -0.1 0.0 0.0 0.004
C -5.021 0.022 -0.319 -0.9 -0.6 0.5 -0.003
C -3.703 0.290 -0.033 0.4 0.6 1.3 0.008
N -2.698 0.237 -0.911 -0.3 -0.3 -0.8 -0.005
H 1.255 0.025 -5.267 -0.3 0.0 0.2 0.000
H 1.206 0.947 -2.918 0.0 -0.5 -0.2 0.000
H -2.998 -0.643 -4.928 0.2 0.0 0.3 0.000
H -4.666 -0.360 -3.648 0.4 -0.4 1.1 0.000
H -5.798 0.018 0.472 0.7 0.2 -0.6 0.000
H -3.410 0.573 0.991 -0.3 -0.1 -0.7 0.000
C 0.698 -3.241 0.402 -0.6 -1.2 -1.2 -0.002
P -0.655 -2.569 -0.667 0.3 -0.1 0.7 -0.017
C -0.436 -3.275 -2.334 1.1 1.1 -0.9 -0.003
C -2.186 -3.441 -0.101 -0.6 0.5 -0.2 -0.001
H 0.940 -4.263 -0.004 -0.1 0.9 0.6 -0.001
H 0.277 -3.316 1.398 0.3 -0.1 0.1 0.000
H 1.587 -2.620 0.380 0.0 0.1 0.0 0.000
H -0.596 -2.432 -3.032 -0.1 -0.6 0.0 0.000
H -1.118 -4.067 -2.559 -0.6 -0.4 0.0 0.000
H 0.573 -3.653 -2.574 -0.3 0.2 0.5 0.000
H -2.433 -4.170 -0.874 0.0 -0.1 0.2 0.000
H -3.056 -2.740 -0.060 0.7 -0.6 0.1 0.000
H -2.078 -3.980 0.851 0.1 0.4 -0.3 0.000
```
Forces are in eV/Å.

Properties
Gap between HOMO and LUMO (spin up / spin down): 7.32 / 4.84 eV
Total charge: +3
HOMO energy (spin up / spin down): -16.73 / -16.71 eV
Energy relative to the best compared isomer or geometry (same formula, charge and spin): 1.2 kcal/mol
Multiplicity: 4
Total energy: -221257.8065 eV

=====

[2]
Computed, not measured: a cluster of 2 separate species, C4H9N in total, with the ωB97M-V functional and the def2-TZVPD basis.

Structure (XYZ):
```
14
Properties=species:S:1:pos:R:3:forces:R:3:nbo_charge:R:1
C 0.783 -1.546 -1.434 -0.6 0.4 0.1 -0.422
C -0.351 -1.043 -0.952 0.4 -0.2 0.0 -0.155
C -1.039 0.180 -1.472 0.2 -0.2 0.3 -0.656
H 1.196 -2.446 -1.011 0.2 -0.1 0.0 0.198
H 1.280 -1.058 -2.263 0.1 -0.2 0.0 0.187
H -0.794 -1.551 -0.101 -0.2 0.0 0.0 0.188
H -1.107 0.937 -0.687 0.0 0.0 0.0 0.233
H -0.476 0.573 -2.317 -0.2 0.1 -0.1 0.207
H -2.060 -0.059 -1.767 0.0 0.0 -0.2 0.218
C 0.908 1.096 1.785 0.1 0.2 -0.1 -0.036
N -0.319 1.214 2.057 0.0 -0.1 -0.3 -0.598
H 1.341 1.764 1.044 0.1 0.1 0.0 0.159
H 1.589 0.380 2.247 -0.1 -0.1 0.0 0.147
H -0.596 0.505 2.726 -0.1 -0.1 0.3 0.329
```
Forces are in eV/Å.

Properties
Gap between HOMO and LUMO: 10.73 eV
Total charge: 0
SMILES: C=CC.C=N
HOMO energy: -9.58 eV
Energy relative to the best compared isomer or geometry (same formula, charge and spin): 31.6 kcal/mol
Total energy: -5782.4401 eV

=====

[3]
Computed, not measured: the molecule C13H13BrO6 in a non-equilibrium geometry, with the ωB97M-V functional and the def2-TZVPD basis.

Structure (XYZ):
```
33
Properties=species:S:1:pos:R:3:forces:R:3:nbo_charge:R:1
C -2.049 1.353 2.677 -1.0 1.2 -0.3 -0.253
O -1.085 2.226 2.097 0.5 1.1 -0.9 -0.548
C -1.393 2.880 0.863 -1.7 -2.6 1.5 0.243
O -1.914 1.871 -0.081 -0.4 1.9 0.6 -0.517
C -1.108 0.949 -0.622 2.4 -1.0 0.6 0.277
C 0.309 1.149 -0.774 0.0 -0.2 0.5 -0.383
C 1.095 0.101 -1.303 -1.5 1.7 -0.5 0.340
O 2.409 0.275 -1.603 -2.0 -3.2 0.0 -0.487
C 2.889 1.505 -1.764 3.5 3.0 -0.2 -0.251
C 0.481 -1.063 -1.760 1.7 -0.5 0.2 -0.310
C -0.817 -1.390 -1.453 0.1 4.0 0.6 0.255
O -1.222 -2.540 -1.933 -1.7 -2.3 0.0 -0.480
C -1.810 -3.451 -1.005 -1.0 0.6 0.4 0.326
C -0.768 -4.208 -0.213 -0.3 -2.3 -1.6 -0.180
C -0.752 -5.460 -0.720 0.1 2.3 1.0 -0.274
C -1.880 -5.544 -1.632 0.4 -3.1 -2.2 0.722
O -2.021 -6.624 -2.191 -1.5 2.1 0.1 -0.547
O -2.589 -4.359 -1.799 2.2 -1.3 1.1 -0.455
C -1.627 -0.327 -0.885 -1.0 -0.8 -0.2 -0.080
Br -3.583 -0.557 -0.486 1.7 0.1 -0.5 0.012
H -1.533 0.889 3.470 0.6 -0.4 1.1 0.193
H -2.994 1.849 3.119 1.4 -0.5 -1.1 0.172
H -2.248 0.574 1.968 -0.8 -0.3 -0.3 0.186
H -0.542 3.389 0.511 1.2 0.2 -0.4 0.170
H -2.171 3.623 1.058 -0.4 -0.4 -0.6 0.173
H 0.827 2.057 -0.369 -0.8 -0.9 -0.6 0.231
H 3.901 1.330 -2.299 -1.7 0.8 0.6 0.201
H 2.274 2.313 -2.220 0.0 -1.1 -0.5 0.184
H 3.130 1.947 -0.792 0.3 0.1 0.2 0.161
H 1.117 -1.758 -2.336 -0.6 0.2 0.5 0.241
H -2.511 -2.985 -0.327 -0.1 0.6 -0.1 0.194
H -0.211 -3.837 0.605 0.6 0.7 0.4 0.233
H -0.129 -6.348 -0.636 -0.2 0.5 0.5 0.252
```
Forces are in eV/Å.

Properties
Gap between HOMO and LUMO: 8.88 eV
Total charge: 0
SMILES: COCOc1cc(OC)cc(O[C@@H]2C=CC(=O)O2)c1Br
HOMO energy: -8.74 eV
Energy relative to the best compared isomer or geometry (same formula, charge and spin): 35.9 kcal/mol
Total energy: -96015.4252 eV

=====

[4]
Computed, not measured: a cluster of 2 separate species, C15H27N2O7S in total in a non-equilibrium geometry, with the ωB97M-V functional and the def2-TZVPD basis.

Structure (XYZ):
```
52
Properties=species:S:1:pos:R:3:forces:R:3:nbo_charge:R:1
C 5.527 -1.437 1.577 -0.1 -0.1 -0.2 -0.596
C 5.176 -1.736 0.113 0.6 0.1 0.4 -0.517
C 5.221 -0.515 -0.759 0.2 -0.1 -0.3 0.811
O 5.813 -0.442 -1.797 -0.3 0.1 0.1 -0.536
O 4.523 0.566 -0.254 -0.4 -0.3 0.1 -0.559
C 3.361 0.936 -1.023 0.9 -0.1 0.4 -0.076
C 2.163 0.649 -0.129 -0.2 -0.2 0.0 -0.244
N 0.966 1.439 -0.421 -0.2 0.0 -0.2 -0.315
C 0.833 2.810 -0.628 0.3 0.8 0.0 0.150
C 1.924 3.833 -0.609 0.6 -0.5 0.2 -0.439
C 2.802 3.759 0.670 -0.5 -0.1 -0.3 -0.614
C -0.475 3.064 -0.817 0.2 -0.4 0.2 -0.067
N -1.123 1.848 -0.711 -0.5 1.0 -0.2 -0.469
C -0.258 0.883 -0.476 0.1 -0.5 0.1 0.503
C -0.604 -0.541 -0.265 -0.2 0.0 -0.4 -0.469
C -2.051 -0.885 -0.673 0.3 -0.6 0.7 -0.403
C -2.896 -1.120 0.582 0.1 0.3 -0.3 -0.420
C -4.374 -1.320 0.251 0.5 0.0 0.3 -0.112
O -5.196 -0.348 0.899 -0.1 0.0 -0.3 -0.536
C -5.796 0.579 0.045 0.0 0.1 0.2 -0.231
H 6.397 -0.783 1.634 0.0 0.0 0.0 0.211
H 4.708 -0.968 2.117 0.0 0.0 0.0 0.211
H 5.780 -2.376 2.064 0.0 0.0 0.1 0.223
H 4.200 -2.220 0.037 -0.1 0.1 -0.1 0.234
H 5.924 -2.422 -0.277 -0.1 -0.1 -0.2 0.235
H 3.480 1.981 -1.280 -0.2 0.0 -0.2 0.195
H 3.360 0.319 -1.919 -0.3 0.3 -0.2 0.208
H 1.890 -0.394 -0.269 -0.1 0.0 0.1 0.236
H 2.413 0.747 0.926 0.2 0.3 0.0 0.234
H 1.490 4.824 -0.701 -0.3 -0.1 0.0 0.237
H 2.544 3.697 -1.495 0.0 0.1 0.0 0.221
H 2.708 4.686 1.227 0.3 0.0 0.0 0.229
H 2.446 2.966 1.325 0.0 0.0 0.1 0.207
H 3.838 3.541 0.428 0.1 0.2 0.1 0.223
H -0.949 4.012 -0.983 -0.2 -0.1 0.0 0.244
H -2.125 1.754 -0.781 0.0 -0.4 0.1 0.462
H 0.102 -1.170 -0.809 0.1 0.1 0.0 0.238
H -0.478 -0.751 0.801 0.1 -0.1 0.0 0.262
H -2.509 -0.129 -1.310 0.0 0.0 -0.2 0.174
H -2.017 -1.829 -1.215 -0.2 0.1 -0.3 0.258
H -2.533 -2.023 1.078 0.0 0.0 0.1 0.246
H -2.735 -0.275 1.265 -0.3 0.0 0.1 0.171
H -4.597 -2.318 0.591 -0.8 -0.5 0.2 0.328
H -4.506 -1.310 -0.834 -0.2 0.1 0.0 0.154
H -5.974 0.181 -0.956 0.1 -0.1 0.0 0.173
H -5.192 1.504 -0.030 0.0 0.0 -0.2 0.109
H -6.764 0.863 0.461 0.0 0.0 0.1 0.184
O -4.985 -6.311 0.930 0.0 0.1 0.0 -1.105
S -5.368 -4.902 0.680 0.2 0.2 -0.1 2.558
O -5.108 -4.067 1.902 0.1 0.1 -0.1 -1.141
O -6.799 -4.803 0.298 0.1 0.0 0.0 -1.110
O -4.515 -4.328 -0.430 0.1 0.1 0.0 -1.167
```
Forces are in eV/Å.

Properties
Gap between HOMO and LUMO: 2.28 eV
Total charge: -1
HOMO energy: -1.48 eV
Total energy: -44137.6816 eV